(one)
This record from the Open Molecules 2025 dataset describes a cluster of 2 separate species, C4H14N2OS in total. The level of theory is wB97M-V/def2-TZVPD.

Calculated values
SMILES string: NCNCCCS.O
Frontier orbital gap: 9.179 eV

```
! RIJCOSX wB97M-V def2-TZVPD def2/J DEFGRID3
* xyz 0 1
N -1.407 -0.298 1.812
C -1.380 1.010 1.154
N -1.587 0.915 -0.275
C -0.542 1.475 -1.128
C 0.764 0.705 -1.081
C 0.678 -0.608 -1.960
S 1.170 -1.993 -0.961
H -0.486 -0.586 2.124
H -2.068 -0.311 2.577
H -2.147 1.647 1.607
H -0.422 1.498 1.343
H -1.828 -0.015 -0.594
H -0.926 1.598 -2.142
H -0.423 2.499 -0.824
H 1.572 1.282 -1.503
H 0.929 0.417 -0.046
H -0.291 -0.634 -2.420
H 1.353 -0.432 -2.772
H 0.749 -3.004 -1.731
O 1.871 -1.687 2.597
H 1.598 -1.927 1.694
H 2.823 -1.551 2.528
*
```


(two)
This record from the Open Molecules 2025 dataset describes a cluster of 2 separate species, C4H14N2OS in total. The level of theory is wB97M-V/def2-TZVPD.

Calculated values
SMILES string: CN[C@@H](CN)CS.O
Frontier orbital gap: 9.594 eV

```
! RIJCOSX wB97M-V def2-TZVPD def2/J DEFGRID3
* xyz 0 1
C -2.498 0.241 -0.965
N -1.929 0.898 0.237
C -0.514 0.705 0.461
C -0.145 -0.562 1.280
N 0.995 -0.468 2.185
C 0.338 0.834 -0.827
S 2.051 1.317 -0.533
H -2.122 0.799 -1.820
H -3.560 0.488 -0.934
H -2.303 -0.822 -1.123
H -2.351 0.475 1.053
H -0.123 1.684 0.836
H -1.037 -0.851 1.846
H 0.073 -1.348 0.549
H 1.131 0.516 2.378
H 1.865 -0.821 1.828
H -0.205 1.540 -1.457
H 0.418 -0.129 -1.346
H 2.437 1.220 -1.810
O 2.232 -2.025 -0.867
H 2.470 -1.108 -0.644
H 2.778 -2.585 -0.325
*
```


(three)
This record from the Open Molecules 2025 dataset describes a cluster of 2 separate species, C4H14N2OS in total. The level of theory is wB97M-V/def2-TZVPD.

Calculated values
SMILES string: CN[C@@H](CN)CS.O
Frontier orbital gap: 8.735 eV

```
! RIJCOSX wB97M-V def2-TZVPD def2/J DEFGRID3
* xyz 0 1
C -2.413 1.223 0.099
N -2.220 -0.238 -0.271
C -0.847 -0.649 -0.347
C -0.090 -0.028 -1.597
N 1.213 -0.666 -1.870
C -0.154 -0.238 0.975
S 1.206 -1.393 1.350
H -2.136 1.927 -0.728
H -1.847 1.412 0.984
H -3.503 1.385 0.397
H -2.771 -0.673 -0.930
H -0.738 -1.758 -0.661
H -0.727 0.011 -2.524
H 0.012 0.980 -1.386
H 2.011 -0.092 -1.525
H 1.308 -0.811 -2.896
H -0.926 -0.471 1.778
H 0.099 0.822 1.096
H 1.661 -1.498 0.084
O 1.547 2.611 0.417
H 2.043 1.830 0.221
H 1.922 2.819 1.357
*
```


Name the most stable of them. (one).


(one)
This record from the Open Molecules 2025 dataset describes a cluster of 2 separate species, C11H15N in total. The level of theory is wB97M-V/def2-TZVPD.

Calculated values
Frontier orbital gap (spin up / spin down): 2.644 / 6.108 eV

```
! RIJCOSX wB97M-V def2-TZVPD def2/J DEFGRID3
* xyz -1 2
C 0.924 -0.080 2.837
C -0.222 1.211 0.917
C 0.263 1.143 2.266
C -0.628 2.587 0.729
C 0.139 2.386 2.831
C -0.373 0.297 -0.151
C -0.912 0.755 -1.348
C -1.263 2.073 -1.529
C -1.242 3.016 -0.439
N -0.293 3.300 1.871
H -0.078 -0.734 -0.001
H -1.008 0.055 -2.176
H -1.629 2.397 -2.498
H 0.254 -0.566 3.560
H 1.842 0.187 3.369
H 0.488 2.681 3.812
H -0.457 4.276 2.013
H -1.677 3.991 -0.615
H 1.163 -0.809 2.067
C 0.890 -2.858 -2.006
C 0.284 -4.185 -2.361
H 1.939 -2.990 -1.721
H 0.805 -2.173 -2.848
H 0.474 -2.364 -1.133
H 0.645 -4.511 -3.341
H -0.802 -4.092 -2.453
H 0.474 -4.993 -1.652
*
```


(two)
This record from the Open Molecules 2025 dataset describes a cluster of 2 separate species, C11H15N in total. The level of theory is wB97M-V/def2-TZVPD.

Calculated values
Frontier orbital gap (spin up / spin down): 3.388 / 6.483 eV

```
! RIJCOSX wB97M-V def2-TZVPD def2/J DEFGRID3
* xyz -1 2
C 0.351 -2.194 -2.093
C -0.638 -2.327 -0.908
H 1.353 -2.294 -1.651
H 0.289 -3.058 -2.776
H 0.039 -1.348 -2.701
H -0.554 -3.343 -0.504
H -1.568 -2.090 -1.451
H -0.382 -1.733 -0.046
C -2.026 2.528 -0.416
C 1.047 0.595 0.383
C -0.224 1.051 0.791
C -0.782 1.709 -0.319
C 0.066 1.540 -1.428
C 1.897 -0.230 1.142
C 1.517 -0.406 2.493
C -0.590 0.688 2.159
C 0.277 0.034 3.017
N 1.206 0.863 -0.961
H 1.990 0.527 -1.485
H 2.972 -0.349 1.010
H 0.115 1.993 -2.398
H 2.088 -1.062 3.128
H -1.655 0.794 2.366
H -2.714 2.377 0.423
H -2.668 2.291 -1.302
H 0.251 -0.102 4.097
H -1.658 3.545 -0.570
*
```


Name the most stable of them. (one).


(one)
This record from the Open Molecules 2025 dataset describes a cluster of 2 separate species, C3H12N3O in total. The level of theory is wB97M-V/def2-TZVPD.

Calculated values
Frontier orbital gap: 8.909 eV

```
! RIJCOSX wB97M-V def2-TZVPD def2/J DEFGRID3
* xyz 1 1
C 1.237 -0.038 -0.908
O 1.179 -1.327 -0.335
C 0.036 0.238 -1.794
N -0.155 1.722 -1.928
H 1.275 0.628 -0.041
H 2.165 0.087 -1.501
H 1.402 -1.949 -1.062
H 0.189 -0.299 -2.773
H -0.872 -0.137 -1.257
H -0.932 1.871 -2.597
H 0.661 2.152 -2.416
N -1.837 -0.097 1.601
C -0.727 -0.808 1.948
N 0.168 -0.394 2.825
H -1.751 0.932 1.604
H -2.565 -0.505 1.055
H -0.530 -1.793 1.508
H 0.987 -0.888 3.051
H 0.072 0.605 3.021
*
```


(two)
This record from the Open Molecules 2025 dataset describes a cluster of 2 separate species, C3H12N3O in total. The level of theory is wB97M-V/def2-TZVPD.

Calculated values
Frontier orbital gap: 11.125 eV

```
! RIJCOSX wB97M-V def2-TZVPD def2/J DEFGRID3
* xyz 1 1
C -0.452 0.197 -1.509
C 0.693 -1.619 -0.187
N -0.123 -1.341 0.890
N 0.642 -0.722 -1.234
N 1.331 -2.848 -0.106
H -0.486 -0.424 1.082
H -0.352 -2.033 1.550
H 1.195 -0.936 -2.011
H 1.874 -3.145 -0.907
H 1.604 -3.268 0.821
H -1.213 0.218 -0.710
H -0.894 0.063 -2.541
H -0.089 1.317 -1.660
C -0.308 2.417 1.037
O -1.578 1.915 0.808
H -2.302 2.511 1.159
H -0.073 3.257 1.662
H 0.281 1.689 1.726
H 0.251 2.749 0.131
*
```


(three)
This record from the Open Molecules 2025 dataset describes the ion C3H12N3O with charge +1. The level of theory is wB97M-V/def2-TZVPD.

Calculated values
SMILES string: C[C@]([NH3+])(CO)NN
Frontier orbital gap: 10.383 eV

```
! RIJCOSX wB97M-V def2-TZVPD def2/J DEFGRID3
* xyz 1 1
C 1.594 0.956 -0.030
C 0.377 0.011 -0.095
N -0.483 0.490 -1.269
C -0.716 0.442 1.382
O -1.735 1.365 1.035
N 0.622 -1.308 -0.304
N -0.541 -1.953 -0.730
H 2.365 0.440 -0.521
H 1.561 1.848 -0.508
H 1.778 1.054 1.058
H 0.045 0.604 -2.118
H -1.109 1.198 -1.029
H -1.023 -0.470 -1.288
H -0.085 0.557 2.180
H -1.156 -0.451 1.745
H -1.484 2.071 1.550
H 1.366 -1.789 0.128
H -0.165 -2.810 -1.176
H -1.211 -2.254 -0.008
*
```


(four)
This record from the Open Molecules 2025 dataset describes a cluster of 2 separate species, C3H12N3O in total. The level of theory is wB97M-V/def2-TZVPD.

Calculated values
Frontier orbital gap: 10.991 eV

```
! RIJCOSX wB97M-V def2-TZVPD def2/J DEFGRID3
* xyz 1 1
C -1.365 2.564 -1.483
O 0.070 2.156 -1.283
H 0.451 2.448 -2.113
H -1.390 3.556 -1.069
H -1.754 2.499 -2.492
H -1.850 1.783 -0.906
C -0.494 -0.752 2.309
C 0.775 -1.270 0.208
N 1.378 -0.188 -0.185
N 0.294 -1.589 1.412
N 0.760 -2.310 -0.698
H 1.415 0.681 0.335
H 1.429 0.009 -1.176
H 0.379 -2.561 1.663
H 0.615 -3.287 -0.495
H 1.402 -2.239 -1.477
H -0.217 -0.875 3.337
H -1.565 -0.910 2.150
H -0.333 0.287 1.963
*
```


Name the most stable of them. (four).